[1]
92
Properties=species:S:1:pos:R:3:lowdin_charge:R:1 method="wB97M-V/def2-TZVPD" homo_energy_ev="-3.95 / -3.94" multiplicity=3 e_above_lowest_ev=5.555 total_charge=-1 homo_lumo_gap_ev="5.5 / 4.5"
Ti -0.512 -0.269 -0.060 1.0327
C -6.763 2.931 -0.174 -0.0951
C -6.681 2.588 1.185 -0.0936
C -5.551 1.981 1.701 -0.0201
C -4.506 1.709 0.826 -0.1130
C -3.190 1.121 1.026 -0.2691
N -2.770 0.889 2.294 0.1848
C -1.475 0.931 2.556 -0.2919
C -0.890 1.344 3.850 -0.0911
C -1.412 1.440 5.125 -0.0202
C -0.585 1.932 6.128 -0.0920
C 0.712 2.353 5.842 -0.0854
C 1.222 2.298 4.550 -0.0105
C 0.415 1.770 3.560 -0.0838
C 0.576 1.633 2.099 -0.2646
N 1.289 2.393 1.351 0.2107
C 0.978 2.450 0.003 -0.2574
N 0.383 1.440 -0.675 0.0421
C -0.161 1.927 -1.806 -0.2298
N -0.282 -1.008 -1.963 0.1130
C -0.553 -0.272 -2.945 -0.2001
N -0.886 1.079 -2.657 0.0973
C -2.181 1.219 -3.132 -0.2066
N -3.230 1.600 -2.480 0.2091
C -3.341 1.637 -1.124 -0.2508
N -2.528 1.047 -0.164 0.1013
C -4.580 2.063 -0.525 -0.1231
C -5.718 2.679 -1.042 -0.0222
C -2.216 0.404 -4.373 -0.0861
C -3.124 0.328 -5.409 -0.0155
C -2.921 -0.647 -6.383 -0.0832
C -1.873 -1.555 -6.290 -0.0760
C -0.992 -1.523 -5.210 0.0018
C -1.163 -0.524 -4.280 -0.0605
C 0.106 3.294 -1.930 -0.0988
C -0.206 4.283 -2.886 -0.0363
C 0.225 5.563 -2.666 -0.1123
C 0.970 5.901 -1.505 -0.1104
C 1.291 4.959 -0.565 -0.0340
C 0.874 3.630 -0.765 -0.1020
N -0.501 0.846 1.646 0.0238
H -7.663 3.407 -0.542 0.0942
H -7.519 2.808 1.836 0.0937
H -5.468 1.720 2.748 0.1079
H -2.432 1.139 5.328 0.1102
H -0.952 1.996 7.144 0.0950
H 1.331 2.738 6.643 0.0973
H 2.220 2.647 4.320 0.1118
H -5.770 2.949 -2.089 0.1066
H -3.959 1.014 -5.462 0.1133
H -3.598 -0.706 -7.226 0.0988
H -1.747 -2.304 -7.062 0.1015
H -0.191 -2.246 -5.110 0.1212
H -0.773 4.032 -3.775 0.1026
H -0.002 6.337 -3.389 0.0884
H 1.289 6.928 -1.370 0.0878
H 1.861 5.218 0.319 0.1059
N 5.104 -2.482 -0.861 0.1339
C 4.755 -1.385 -0.106 -0.3880
C 3.582 -1.390 0.677 -0.0980
N 3.247 -0.365 1.428 0.0848
C 4.064 0.695 1.418 -0.1659
C 5.218 0.689 0.665 -0.1441
N 5.580 -0.347 -0.093 0.1142
H 4.338 -3.054 -1.189 0.0545
H 5.765 -2.263 -1.590 0.0923
H 2.913 -2.241 0.655 0.1032
H 3.768 1.558 2.001 0.0770
H 5.882 1.547 0.662 0.0937
N 0.024 -3.450 -1.447 0.1401
C 0.625 -2.156 -1.402 -0.5979
O 0.679 -1.718 -0.087 -0.2290
C 1.896 -2.117 -2.185 -0.2449
C 2.456 -0.878 -2.530 -0.2800
N 2.892 0.150 -2.842 0.1388
C 2.424 -3.286 -2.741 -0.3200
N 2.890 -4.255 -3.185 0.0859
H -0.256 -3.723 -2.380 0.0899
H -0.763 -3.482 -0.814 0.0645
N -3.527 -1.614 -1.231 0.1756
C -3.206 -2.235 -0.057 -0.3632
C -3.982 -3.301 0.425 -0.0173
C -3.607 -3.927 1.589 -0.0680
C -2.470 -3.492 2.267 -0.0627
C -1.762 -2.445 1.727 -0.1212
N -2.107 -1.821 0.589 0.0378
H -4.463 -1.738 -1.576 0.1072
H -3.147 -0.688 -1.354 0.0531
H -4.858 -3.613 -0.128 0.1091
H -4.194 -4.751 1.973 0.1070
H -2.139 -3.958 3.183 0.1030
H -0.858 -2.080 2.200 0.1176

***

[2]
10
Properties=species:S:1:pos:R:3:lowdin_charge:R:1 method="wB97M-V/def2-TZVPD" homo_energy_ev=-8.49 multiplicity=1 e_above_lowest_ev=0.000 homo_lumo_gap_ev=7.4
C 0.247 -2.222 -0.198 -0.1978
O 0.365 0.349 -0.908 -0.0574
C -0.267 0.060 0.136 -0.7913
C 1.572 -2.237 -0.378 0.0389
O -0.332 -1.230 0.557 0.0105
O -0.780 0.907 0.897 -0.0646
H -0.452 -2.834 -0.770 0.1156
H 2.240 -1.632 0.237 0.0746
H 1.993 -2.904 -1.128 0.0568
Na -0.275 2.849 -0.502 0.8148

***

[3]
35
Properties=species:S:1:pos:R:3:lowdin_charge:R:1 method="wB97M-V/def2-TZVPD" homo_energy_ev=-12.46 multiplicity=1 e_above_lowest_ev=3.466 total_charge=+1 homo_lumo_gap_ev=9.2
C -1.568 -2.793 -0.857 -0.2309
C 0.912 -3.070 1.821 -0.3019
C -0.932 -0.616 0.089 -0.2734
C 2.207 4.357 -0.612 -0.1020
C 0.019 0.525 -0.043 -0.1368
C 1.158 3.345 -0.167 -0.2376
C -0.266 1.484 -1.220 -0.1344
C 1.010 2.357 -1.354 -0.1764
N 1.580 -3.634 -0.405 0.1579
N 1.693 -3.321 0.774 -0.0050
N -2.309 -3.200 0.065 0.1296
N 0.431 -1.909 2.037 0.0973
N -0.804 -1.630 -0.794 0.1360
N -3.180 -0.878 1.237 0.0998
N -1.908 -0.346 0.921 0.0680
H -1.308 -3.417 -1.721 0.1379
H 0.791 -3.836 2.593 0.1380
H 2.720 4.069 -1.437 0.0445
H 1.704 5.195 -0.993 0.0735
H 2.853 4.585 0.105 0.0381
H 0.923 -0.036 -0.204 0.1179
H 0.133 1.198 0.744 0.0975
H 0.279 4.010 0.252 0.1613
H 1.670 2.827 0.605 0.0810
H -1.122 1.942 -0.883 0.0939
H -0.380 0.856 -2.039 0.0873
H 0.960 3.116 -2.161 0.1231
H 1.857 1.780 -1.518 0.0979
H 2.491 -3.814 -0.697 0.0536
H -2.914 -3.976 0.028 0.0691
H 0.158 -1.897 3.017 0.0612
H -0.195 -1.652 -1.563 0.1292
H -3.773 -0.192 1.589 0.0829
H -3.173 -1.866 1.230 0.0399
H -1.720 0.440 1.563 0.1820

***

[4]
13
Properties=species:S:1:pos:R:3:lowdin_charge:R:1 method="wB97M-V/def2-TZVPD" homo_energy_ev=-10.16 multiplicity=1 e_above_lowest_ev=1.513 homo_lumo_gap_ev=10.6
O 0.681 -0.431 -2.271 0.0667
C 0.646 -0.901 -1.158 -0.1991
C -0.012 -0.235 0.004 -0.3685
C -0.344 -1.117 1.175 -0.2041
O 0.252 -1.110 2.224 0.0809
C -0.876 0.970 -0.266 -0.0571
C 0.511 1.165 0.247 -0.0509
H 1.189 -1.835 -0.911 0.1379
H -1.202 -1.802 1.016 0.1361
H -1.701 1.160 0.418 0.1157
H -1.078 1.181 -1.312 0.1117
H 0.668 1.439 1.286 0.1140
H 1.264 1.517 -0.452 0.1166

***

[5]
86
Properties=species:S:1:pos:R:3:lowdin_charge:R:1 method="wB97M-V/def2-TZVPD" homo_energy_ev="-9.11 / -9.12" multiplicity=1 e_above_lowest_ev=0.236 total_charge=+1 homo_lumo_gap_ev="6.4 / 6.4"
W -0.489 0.791 -0.594 1.6972
C -3.095 3.947 3.390 -0.0117
N -2.816 3.347 2.091 -0.1140
C -3.428 3.670 0.914 -0.0110
C -2.866 2.883 -0.050 -0.0519
N -1.924 2.082 0.533 -0.0451
C -1.903 2.387 1.824 -0.4318
P -0.934 1.488 3.061 1.1946
C 0.690 1.609 2.267 -0.4543
N 0.934 1.295 1.006 -0.0989
C 2.259 1.535 0.774 -0.0956
C 2.826 1.989 1.926 -0.0121
N 1.826 2.030 2.865 -0.1055
C 1.966 2.514 4.234 -0.0089
C -1.381 -0.145 2.416 -0.4490
N -1.357 -0.499 1.133 -0.0396
C -1.921 -1.750 1.069 -0.1043
C -2.304 -2.130 2.316 -0.0339
N -1.955 -1.114 3.164 -0.1146
C -2.186 -1.125 4.601 -0.0124
H -3.892 4.674 3.267 0.0974
H -2.213 4.456 3.772 0.0941
H -3.417 3.190 4.102 0.0889
H -4.200 4.417 0.857 0.1323
H -3.084 2.826 -1.100 0.1200
H 2.690 1.393 -0.202 0.1161
H 3.834 2.290 2.153 0.1339
H 3.024 2.573 4.471 0.0977
H 1.488 1.827 4.927 0.0835
H 1.526 3.504 4.337 0.0988
H -2.008 -2.278 0.140 0.0560
H -2.780 -3.030 2.666 0.1361
H -1.773 -2.037 5.025 0.0979
H -3.254 -1.082 4.810 0.1017
H -1.698 -0.269 5.059 0.0606
Cl -1.434 -2.839 -6.936 0.6951
C -1.356 -2.256 -5.308 -0.6596
C -2.335 -2.661 -4.388 -0.0943
C -2.294 -2.211 -3.094 -0.5420
Cl -3.520 -2.739 -1.986 0.7507
C -1.300 -1.313 -2.642 -0.3400
O -1.323 -0.906 -1.407 -0.2914
C -0.318 -0.935 -3.586 -0.1233
C 0.769 -0.091 -3.234 -0.1213
O 0.933 0.502 -2.148 -0.1538
C -0.358 -1.418 -4.911 -0.0449
H -3.128 -3.327 -4.698 0.1144
H 1.550 0.054 -3.987 0.1561
H 0.406 -1.103 -5.611 0.1252
Br 0.936 6.295 -4.620 0.7366
C 0.108 4.769 -3.896 -0.7509
C -0.887 4.092 -4.604 -0.7494
Br -1.414 4.680 -6.311 0.7411
C -1.497 2.964 -4.051 -0.6413
Br -2.819 1.957 -4.935 0.7999
C -1.116 2.526 -2.793 -0.4168
O -1.616 1.480 -2.146 -0.2474
C -0.105 3.190 -2.101 -0.3855
O 0.231 2.606 -0.951 -0.2638
C 0.505 4.308 -2.639 -0.6403
Br 1.870 5.116 -1.622 0.7747
C 1.256 -2.775 3.184 -0.0627
C 2.026 -1.761 2.367 -0.2770
O 2.259 -2.239 1.036 -0.2733
P 1.328 -1.732 -0.201 0.8376
O 2.424 -1.800 -1.379 -0.2879
C 3.826 -2.111 -1.264 -0.2562
C 4.626 -0.909 -0.816 -0.0677
O 0.401 -2.993 -0.530 -0.2963
C 0.916 -4.320 -0.782 -0.2396
C 0.453 -5.262 0.303 -0.0563
H 1.109 -2.398 4.199 0.0799
H 1.804 -3.715 3.250 0.0839
H 0.282 -2.973 2.734 0.0583
H 3.008 -1.573 2.803 0.1237
H 1.485 -0.812 2.324 0.0714
H 4.123 -2.425 -2.264 0.1251
H 3.963 -2.949 -0.582 0.1081
H 4.450 -0.063 -1.482 0.0820
H 5.690 -1.144 -0.831 0.0860
H 4.353 -0.624 0.202 0.0611
H 2.004 -4.290 -0.847 0.1062
H 0.527 -4.614 -1.756 0.1259
H 0.870 -4.976 1.268 0.0602
H 0.776 -6.278 0.073 0.0856
H -0.636 -5.257 0.373 0.0819

***

[6]
14
Properties=species:S:1:pos:R:3:lowdin_charge:R:1 method="wB97M-V/def2-TZVPD" homo_energy_ev=-13.16 multiplicity=1 e_above_lowest_ev=2.065 total_charge=+1 homo_lumo_gap_ev=9.3
C -1.125 1.274 -0.120 -0.1907
C -0.389 1.669 -1.165 -0.3069
C 0.792 0.195 0.343 -0.7005
N 0.202 -1.842 -0.228 0.0354
N -0.530 0.359 0.674 0.0077
O 1.757 -0.004 1.157 0.1185
S 1.193 0.866 -1.200 1.1459
H -2.130 1.552 0.105 0.1351
H -0.593 2.513 -1.799 0.0848
H -0.795 -1.606 -0.031 0.0776
H 0.379 -1.851 -1.344 0.1413
H -0.973 0.314 1.656 0.2306
H 0.560 -2.700 0.171 0.0613
H 1.651 -0.739 1.780 0.1597